A structure of composition C13H34I2NO14P3 at a distorted geometry. Source: OMol25; level of theory: ωB97M-V with the def2-TZVPD basis set.

Computed properties:
**2S+1**: 1
**E_HOMO**: -8.977 eV
**Total charge**: 0
**DFT total energy**: -3243.44548 Ha

XYZ file:
```
67
Properties=species:S:1:pos:R:3:lowdin_charge:R:1
O -3.986 -1.455 3.969 -0.22
O -0.484 2.604 -0.559 0.11
O -1.563 4.188 5.231 -0.24
H -4.921 4.325 3.940 0.09
H 1.488 -1.012 -4.635 0.08
C -1.979 0.632 3.393 -0.09
O -3.055 -1.384 1.589 -0.24
I 4.125 3.352 -0.707 0.81
H 0.940 -6.084 -4.389 0.09
O 0.794 3.075 -2.336 -0.11
C -4.280 3.560 4.370 -0.08
O 3.690 -2.455 -3.783 -0.23
O -1.632 -0.762 3.449 -0.22
H -0.630 5.481 1.327 0.10
H 0.245 -1.769 -5.657 0.09
P -1.972 4.484 3.689 0.40
H -2.147 3.059 -2.484 0.10
C 1.985 -5.809 -4.519 -0.10
H 2.437 -0.043 -0.165 0.08
H -2.353 -5.227 3.579 0.09
H -2.502 0.924 4.299 0.09
O 4.248 -4.497 -5.126 -0.22
H -2.167 -1.384 -0.249 0.08
H -2.585 0.860 2.520 0.09
H 0.681 -2.515 -4.111 0.09
C -2.400 -4.215 3.970 -0.08
H 0.769 4.407 1.499 0.09
H 4.091 0.495 -0.537 0.04
H -1.425 -3.949 4.375 0.09
C 1.813 2.065 -2.355 -0.82
O 2.149 -4.477 -4.030 -0.24
H -1.534 -2.623 0.849 0.08
H 3.018 -0.028 -1.828 0.06
H 0.402 3.912 5.800 0.09
H -3.155 -4.163 4.753 0.09
C -0.487 3.321 5.582 -0.10
O -2.765 -3.350 2.873 -0.22
H 2.245 -5.895 -5.573 0.08
P -2.818 -1.775 3.143 0.41
C 5.348 -4.079 -5.965 -0.07
C 2.540 1.953 -1.012 -0.82
O -2.540 5.829 3.556 -0.22
H 4.990 -3.675 -6.911 0.09
H -0.829 3.715 1.200 0.05
I 3.109 2.568 -3.959 0.88
H 5.951 -3.335 -5.447 0.09
H 2.609 -6.488 -3.941 0.09
H -1.802 1.475 -2.428 0.09
C 1.060 -1.955 -4.963 -0.09
H -3.136 -2.826 0.114 0.09
H -1.042 1.181 3.328 0.08
N -1.416 2.380 -2.672 0.14
O -0.481 4.448 3.137 -0.21
H -4.801 2.605 4.369 0.09
H -4.007 3.823 5.389 0.09
C 3.061 0.496 -0.874 -0.14
P 3.138 -3.415 -4.746 0.41
H -0.253 2.610 4.791 0.06
O -3.115 3.384 3.549 -0.25
C -2.434 -2.101 0.525 -0.11
H 5.951 -4.959 -6.165 0.09
H 1.837 2.125 -0.207 0.05
C -0.293 4.515 1.700 -0.06
H -0.778 2.771 6.476 0.09
C -0.359 2.672 -1.753 -0.55
O 2.060 -2.697 -5.674 -0.23
H 1.348 1.105 -2.573 0.09
```

A structure of composition C13H34N3PPd. Source: OMol25; level of theory: ωB97M-V with the def2-TZVPD basis set.

Computed properties:
**2S+1**: 3
**E_HOMO (spin up / spin down)**: -14.976 / -16.756 eV
**Total charge**: +2
**DFT total energy**: -1148.68869 Ha

XYZ file:
```
52
Properties=species:S:1:pos:R:3:mulliken_spin:R:1
H 0.695 -0.644 -5.639 0.00
H -0.123 -1.622 2.736 0.01
H -2.356 -1.062 -4.652 0.00
H 1.602 2.862 -4.176 0.00
H -0.383 -2.736 0.053 -0.02
C 0.313 -1.560 -5.191 0.03
H 1.130 -2.274 -5.117 0.00
C 0.267 -2.250 1.932 0.00
H 2.668 -1.054 -1.460 0.01
H 2.095 -2.528 0.830 0.00
C 2.015 -2.897 -2.319 0.02
H -3.700 -1.077 -0.157 0.00
C 3.391 -1.109 -3.467 0.02
P 0.693 -0.513 -2.601 0.27
H 2.802 -0.258 1.045 0.00
Pd 0.194 -0.129 -0.241 1.15
N -1.998 0.203 -0.397 0.13
C 2.296 -1.392 -2.434 0.03
H 2.902 -3.405 -1.941 0.00
C 0.862 1.286 -2.927 0.00
H -0.423 -1.978 -5.878 0.00
H 1.779 -3.336 -3.287 0.00
H 4.243 -1.755 -3.250 0.00
H -2.169 -0.271 -3.094 0.00
H 1.186 -3.131 -1.643 -0.01
H 3.749 -0.085 -3.421 0.00
H 0.160 -3.288 2.253 0.01
H 2.405 1.573 -1.380 -0.01
H -0.639 -2.271 -3.400 0.01
C 1.397 1.902 -1.632 0.08
H -2.477 -2.814 1.095 0.01
C 1.720 -1.924 1.659 -0.02
C -1.662 -0.492 -4.036 0.01
H 1.393 2.993 -1.659 0.01
H -1.467 0.449 -4.550 0.00
H -2.277 0.780 0.394 0.00
C -2.617 -1.141 -0.262 -0.01
H 1.614 0.085 2.081 0.00
C -0.376 -1.304 -3.844 0.03
H 2.327 -2.157 2.535 0.00
H -2.347 0.679 -1.222 0.00
H 1.102 1.453 -5.091 0.00
H -0.183 1.606 -3.017 0.01
H -2.148 -1.256 1.839 0.01
N 1.842 -0.494 1.274 0.07
C -2.002 -1.845 0.931 0.00
N -0.543 -1.984 0.719 0.16
H 3.070 -1.318 -4.486 0.00
H 0.697 1.694 -0.785 -0.02
C 1.599 1.771 -4.176 0.01
H 2.630 1.439 -4.217 0.00
H -2.406 -1.696 -1.179 0.01
```

A cluster of 4 separate species, C13H35B2O4 in total at a distorted geometry. Source: OMol25; level of theory: ωB97M-V with the def2-TZVPD basis set.

Computed properties:
**2S+1**: 1
**E_HOMO**: -3.622 eV
**Total charge**: -1
**DFT total energy**: -866.94247 Ha

XYZ file:
```
54
Properties=species:S:1:pos:R:3:lowdin_charge:R:1
C 2.044 -0.577 -3.524 -0.05
C -0.242 -1.584 2.029 -0.06
H -5.360 -3.964 3.900 0.07
H -1.508 1.158 0.401 0.07
C -0.827 2.951 2.114 -0.06
C -5.318 -3.009 3.374 -0.07
O -2.936 -3.245 3.071 -0.07
H 1.389 0.205 1.146 0.09
C -4.079 -1.669 1.645 -0.06
H 2.021 -2.110 -0.535 0.07
H -1.176 3.343 -0.611 0.09
C 5.042 0.752 -2.544 -0.24
H 2.661 -1.036 -2.743 0.04
C -2.088 2.800 1.276 -0.50
H -0.673 3.989 2.417 0.08
H 6.846 0.169 -1.651 0.02
H -0.552 -2.618 2.182 0.07
H 4.390 0.764 -1.673 0.09
H -2.959 3.090 1.868 0.13
H -0.373 -1.613 -0.117 0.14
C 1.591 -2.270 0.454 -0.05
C -2.017 3.652 0.017 -0.05
O 0.731 -0.017 0.477 -0.06
C -4.162 -2.996 2.384 -0.49
H -3.245 -1.672 0.944 0.07
O -2.274 1.432 0.925 -0.07
H 0.048 2.621 1.549 0.08
C 0.369 -1.387 0.651 -0.48
H 6.430 -0.632 -3.318 0.03
H 1.336 -3.326 0.559 0.08
H 2.795 2.847 -4.519 0.03
C 4.551 1.471 -3.784 -0.27
H -1.898 4.709 0.260 0.08
H -4.287 -3.808 1.666 0.14
H -2.923 3.530 -0.577 0.08
H -0.887 2.331 3.011 0.07
H 3.165 2.915 -2.555 0.03
H -5.184 -2.229 4.129 0.08
H -2.807 -2.535 3.711 0.09
H -1.113 -0.938 2.157 0.06
H 4.500 0.752 -4.616 0.08
H 0.477 -1.315 2.810 0.08
H 1.104 -1.137 -3.567 0.04
H 2.596 -0.703 -4.458 0.05
C 6.201 0.062 -2.519 -0.06
B 3.056 2.171 -3.528 -0.44
H 2.365 -2.023 1.188 0.08
O 0.595 1.404 -2.735 -0.01
H 0.560 1.251 -1.782 0.04
H -4.997 -1.466 1.092 0.08
H -6.272 -2.845 2.871 0.08
H 5.325 2.204 -4.015 0.07
B 1.874 0.996 -3.252 -0.47
H -3.905 -0.846 2.343 0.08
```

A structure of composition C13H35CoO18P3S2 at a distorted geometry. Source: OMol25; level of theory: ωB97M-V with the def2-TZVPD basis set.

Computed properties:
**2S+1**: 4
**E_HOMO (spin up / spin down)**: -7.076 / -7.074 eV
**Total charge**: 0
**DFT total energy**: -5074.17125 Ha

XYZ file:
```
72
Properties=species:S:1:pos:R:3:mulliken_spin:R:1
P 2.744 -1.681 1.036 0.01
H -0.221 2.450 3.105 0.00
H -1.594 -4.549 -3.045 0.00
C -0.283 -0.447 4.834 0.00
H -0.246 6.074 -0.651 0.00
O -2.469 -1.742 -2.190 0.00
H 0.317 -0.391 -3.920 0.00
H 1.399 -1.698 -4.199 0.00
O 2.509 -3.213 0.659 0.00
H -0.780 -1.825 3.085 0.00
O 2.264 3.504 -2.051 0.01
O -0.904 -3.469 -1.345 0.00
H -4.180 4.128 0.040 0.00
S -1.393 0.446 2.536 0.00
H 0.427 4.513 -0.378 0.00
O -1.505 3.121 -2.961 0.00
O -2.809 0.640 2.282 0.00
O -0.491 0.440 1.396 -0.02
C 4.601 -0.862 -0.707 0.00
H -0.931 1.994 -4.631 0.00
C -1.616 -4.565 -1.959 0.00
H 1.568 -4.460 1.975 0.00
H 3.386 -2.944 4.137 0.00
Co 0.537 0.696 -0.335 2.75
O -0.458 -2.363 -3.556 0.00
P -1.893 3.036 -1.422 0.01
C 0.341 -1.434 -4.253 0.00
O 1.761 2.254 0.019 0.06
H -1.457 1.971 4.368 0.00
H 0.603 -3.082 1.484 0.00
C -4.332 3.910 -1.022 0.00
C -0.686 1.645 3.672 0.00
C -0.283 5.044 -1.015 0.00
H 0.139 5.078 -2.018 0.00
C 1.304 -3.837 1.117 0.00
H -3.535 -0.121 -1.329 0.00
O 1.766 -0.711 0.547 0.05
O -3.486 2.854 -1.461 0.00
H -2.325 -0.872 -0.258 0.00
H 4.420 -3.157 2.813 0.00
H 5.097 0.099 -0.636 0.00
H -2.584 1.968 -4.258 0.00
H 0.834 1.489 5.196 0.00
O -0.051 -1.056 -1.429 -0.02
H 1.194 0.566 3.703 0.00
H 5.262 -1.636 -1.114 0.00
H -2.633 -4.530 -1.563 0.00
C -1.601 1.967 -3.772 0.00
C -3.037 -1.048 -1.066 0.00
H -1.443 1.029 -3.244 0.00
O 2.872 -1.672 2.613 0.00
H 0.356 -1.224 5.250 0.00
H -0.938 -0.129 5.651 0.00
P -0.907 -2.074 -2.062 0.01
H 3.771 -0.776 -1.409 0.00
H 0.099 -1.344 -5.315 0.00
H -5.384 3.669 -1.148 0.00
H 0.836 -4.419 0.332 0.00
O -1.595 4.504 -0.966 0.00
H -1.168 -5.487 -1.593 0.00
O 3.862 1.963 -1.206 0.00
H -2.114 -1.227 4.017 0.00
H -4.126 4.853 -1.532 0.00
H -3.774 -1.712 -0.605 0.00
C 3.871 -2.374 3.339 0.00
H 4.541 -1.634 3.768 0.00
O 1.727 1.123 -1.955 0.07
C 0.416 0.868 4.410 0.00
C -1.112 -0.970 3.671 0.00
O -1.147 1.954 -0.753 0.04
O 4.233 -1.366 0.587 0.00
S 2.435 2.252 -1.306 0.00
```